DFT (ωB97M-V/def2-TZVPD) results for a 2-piece molecular cluster, C4H11NOS overall in a non-equilibrium geometry.

**Total energy**: -687.178311 Eh
**SMILES**: CC(N)=O.CSC
**Max |F|**: 2.18 eV Å⁻¹
**Total charge**: 0
**Energy relative to the best compared isomer or geometry (same formula, charge and spin)**: 0.844 eV
**E_LUMO**: 0.7034 eV
**HOMO level**: -8.37 eV

Last columns: bonded neighbours and bond lengths (Å).
Positions of all 18 atoms, in Å:
1 C 2.47446 0.90496 0.49100  C2 1.525, H5 1.087, H6 1.081, H7 1.078
2 C 1.46103 0.09842 1.29515  C1 1.525, N3 1.365, O4 1.213
3 N 1.51535 -1.26007 1.17843  C2 1.365, H8 1.004, H9 1.007
4 O 0.71090 0.66301 2.06301  C2 1.213
5 H 3.28446 0.27458 0.13169  C1 1.087
6 H 2.80486 1.75911 1.06464  C1 1.081
7 H 1.84978 1.27001 -0.30831  C1 1.078
8 H 0.78331 -1.86911 1.49747  N3 1.004
9 H 2.05594 -1.61491 0.40700  N3 1.007
10 C -1.83477 -1.15246 -0.14258  S11 1.840, H13 1.095, H14 1.097, H15 1.077
11 S -2.84893 0.38269 -0.14045  C10 1.840, C12 1.825
12 C -1.91381 1.10289 -1.53198  S11 1.825, H16 1.092, H17 1.087, H18 1.086
13 H -2.23716 -1.89838 0.55082  C10 1.095
14 H -2.11037 -1.73323 -1.03151  C10 1.097
15 H -0.81366 -0.81849 -0.07432  C10 1.077
16 H -1.60853 2.10286 -1.21804  C12 1.092
17 H -2.56597 1.20027 -2.39664  C12 1.087
18 H -1.00687 0.58784 -1.83539  C12 1.086

Charge distribution, Mulliken scheme, values in e: atom 1 (C): -0.9347, atom 2 (C): 0.6466, atom 3 (N): -0.4115, atom 4 (O): -0.5794, atom 5 (H): 0.3357, atom 6 (H): 0.2980, atom 7 (H): 0.2119, atom 8 (H): 0.2588, atom 9 (H): 0.1890, atom 10 (C): -0.4275, atom 11 (S): -0.0741, atom 12 (C): -0.8488, atom 13 (H): 0.3252, atom 14 (H): 0.3563, atom 15 (H): -0.2256, atom 16 (H): 0.2874, atom 17 (H): 0.3300, atom 18 (H): 0.2627

***

DFT (ωB97M-V/def2-TZVPD) results for a 2-piece molecular cluster, C4H11NOS overall in a non-equilibrium geometry.

**Total energy**: -687.067881 Eh
**Max |F|**: 3.29 eV Å⁻¹
**Total charge**: 0
**Energy relative to the best compared isomer or geometry (same formula, charge and spin)**: 3.849 eV
**E_LUMO (spin up / spin down)**: -0.0399 / -0.0401 eV
**HOMO level (spin up / spin down)**: -8.59 / -8.59 eV

Last columns: bonded neighbours and bond lengths (Å).
Positions of all 18 atoms, in Å:
1 C 1.52521 1.30306 -1.56042  C2 1.568, H8 1.230, H9 1.108, H10 1.167
2 C 0.86925 0.69894 -0.27081  C1 1.568, C3 1.503, H11 1.188, H12 1.188
3 C 0.13840 -0.52888 -0.73686  C2 1.503, C4 1.527, H13 1.039, H14 1.139
4 C -0.77044 -1.31104 0.20898  C3 1.527, S7 1.630, H15 1.087
5 N -2.38192 0.67530 0.10667  S7 1.576, H17 0.983
6 O -0.04338 -1.11740 2.98958  H16 0.984, H18 0.974
7 S -2.18655 -0.73758 0.77812  C4 1.630, N5 1.576
8 H 2.75286 1.25112 -1.50680  C1 1.230
9 H 1.08160 0.80177 -2.44318  C1 1.108
10 H 1.26090 2.43736 -1.63436  C1 1.167
11 H 1.67136 0.38143 0.54616  C2 1.188
12 H 0.05278 1.44500 0.16358  C2 1.188
13 H -0.48388 -0.26214 -1.52497  C3 1.039
14 H 0.89683 -1.23517 -1.20938  C3 1.139
15 H -0.66141 -2.38556 0.33269  C4 1.087
16 H -0.47907 -1.99939 3.02208  O6 0.984
17 H -3.11577 1.15489 0.55139  N5 0.983
18 H -0.12680 -0.57170 2.18754  O6 0.974

Charge distribution, Mulliken scheme, values in e: atom 1 (C): -0.9799, atom 2 (C): -0.1300, atom 3 (C): -0.7871, atom 4 (C): -0.6416, atom 5 (N): -0.5859, atom 6 (O): -0.6748, atom 7 (S): 0.2972, atom 8 (H): 0.2212, atom 9 (H): 0.3399, atom 10 (H): 0.2674, atom 11 (H): 0.2397, atom 12 (H): 0.2234, atom 13 (H): 0.4971, atom 14 (H): 0.3527, atom 15 (H): 0.3455, atom 16 (H): 0.3133, atom 17 (H): 0.2376, atom 18 (H): 0.4644

***

DFT (ωB97M-V/def2-TZVPD) results for a 2-piece molecular cluster, C4H11NPS overall in a non-equilibrium geometry.

**Total energy**: -952.891425 Eh
**Max |F|**: 6.66 eV Å⁻¹
**Total charge**: +1
**Energy relative to the best compared isomer or geometry (same formula, charge and spin)**: 4.063 eV
**E_LUMO**: -3.7400 eV
**HOMO level**: -12.84 eV

Last columns: bonded neighbours and bond lengths (Å).
Positions of all 18 atoms, in Å:
1 C -0.07703 0.70518 -1.60772  C2 1.369, P6 1.612
2 C 0.60962 -0.15327 -2.42350  C1 1.369, H8 1.178, H9 1.049, H10 1.168
3 C -1.14668 -0.02937 1.21506  C4 1.522, S7 1.936, H11 1.077, H12 1.045
4 C -0.13098 -0.48224 0.17561  C3 1.522, N5 1.463, H13 1.058
5 N 1.17435 -0.29286 0.80920  C4 1.463, H14 1.127, H15 1.023, H16 0.967
6 P -0.82925 2.13045 -1.57005  C1 1.612, H17 1.446
7 S -0.75063 -1.05187 2.81068  C3 1.936, H18 1.338
8 H 1.53771 -0.77744 -2.05406  C2 1.178
9 H -0.10978 -0.84260 -2.75051  C2 1.049
10 H 0.91465 0.46384 -3.36767  C2 1.168
11 H -2.16887 -0.29984 1.01169  C3 1.077
12 H -0.95744 0.93068 1.58233  C3 1.045
13 H -0.22779 -1.43928 -0.26503  C4 1.058
14 H 1.15793 -0.57002 1.90097  N5 1.127
15 H 1.33555 0.71491 0.73235  N5 1.023
16 H 1.89755 -0.87470 0.53631  N5 0.967
17 H -1.70329 1.94389 -0.43282  P6 1.446
18 H -0.52562 -0.07547 3.69714  S7 1.338

Charge distribution, Mulliken scheme, values in e: atom 1 (C): 0.4688, atom 2 (C): -0.9272, atom 3 (C): -1.0452, atom 4 (C): -0.3699, atom 5 (N): -0.1814, atom 6 (P): -0.0961, atom 7 (S): -0.2564, atom 8 (H): 0.2287, atom 9 (H): 0.3307, atom 10 (H): 0.3519, atom 11 (H): 0.3975, atom 12 (H): 0.5259, atom 13 (H): 0.3736, atom 14 (H): 0.2952, atom 15 (H): 0.3966, atom 16 (H): 0.2993, atom 17 (H): 0.0079, atom 18 (H): 0.2001

***

DFT (ωB97M-V/def2-TZVPD) results for an isolated ion of composition C4H11NS and charge -1 in a non-equilibrium geometry.

**Total energy**: -611.841142 Eh
**Max |F|**: 3.70 eV Å⁻¹
**Total charge**: -1
**Energy relative to the best compared isomer or geometry (same formula, charge and spin)**: 2.437 eV
**E_LUMO (spin up / spin down)**: 3.4260 / 3.4207 eV
**HOMO level (spin up / spin down)**: 1.29 / -4.98 eV
**2S+1**: 2
**<S²>**: 0.75

Last columns: bonded neighbours and bond lengths (Å).
Positions of all 17 atoms, in Å:
1 C -1.43829 2.06209 -1.44309  C2 1.561, H4 1.087, H5 1.059, H6 1.069
2 C -0.41262 0.93136 -1.11601  C1 1.561, S3 1.900, H7 1.110, H8 1.059
3 S -0.74649 0.51786 0.70855  C2 1.900, C10 1.909
4 H -1.21285 2.23324 -2.49293  C1 1.087
5 H -2.40472 1.65463 -1.29385  C1 1.059
6 H -1.18219 2.94267 -0.89298  C1 1.069
7 H -0.56694 0.06098 -1.78750  C2 1.110
8 H 0.57896 1.29555 -1.19389  C2 1.059
9 C 1.38540 -1.95969 -0.60434  N11 1.507, H12 1.164, H13 1.129, H14 1.046
10 C 0.84463 -0.34570 1.31501  S3 1.909, N11 1.485, H15 1.124, H16 1.057
11 N 1.13834 -1.72953 0.86404  C9 1.507, C10 1.485, H17 1.041
12 H 0.37163 -2.24526 -1.09947  C9 1.164
13 H 1.61555 -1.03959 -1.21603  C9 1.129
14 H 2.04030 -2.76419 -0.74134  C9 1.046
15 H 1.70263 0.37777 1.25351  C10 1.124
16 H 0.46579 -0.48623 2.29224  C10 1.057
17 H 0.29266 -2.33693 0.87773  N11 1.041

Charge distribution, Mulliken scheme, values in e: atom 1 (C): -0.9427, atom 2 (C): -1.4423, atom 3 (S): 0.0840, atom 4 (H): 0.8030, atom 5 (H): 0.2128, atom 6 (H): 0.3294, atom 7 (H): 0.1578, atom 8 (H): 0.2509, atom 9 (C): -2.0842, atom 10 (C): -0.9994, atom 11 (N): -0.0500, atom 12 (H): 0.2882, atom 13 (H): 0.4608, atom 14 (H): 0.8501, atom 15 (H): 0.4256, atom 16 (H): 0.3449, atom 17 (H): 0.3110

***

DFT (ωB97M-V/def2-TZVPD) results for one molecule with the formula C4H11NS in a non-equilibrium geometry.

**Total energy**: -611.914757 Eh
**SMILES**: CC[C@@H](S)CN
**Max |F|**: 2.51 eV Å⁻¹
**Total charge**: 0
**Energy relative to the best compared isomer or geometry (same formula, charge and spin)**: 0.745 eV
**E_LUMO**: 0.8350 eV
**HOMO level**: -8.75 eV

Last columns: bonded neighbours and bond lengths (Å).
Positions of all 17 atoms, in Å:
1 C 1.90427 -0.10332 -0.74991  C2 1.558, H7 1.086, H8 1.104, H9 1.060
2 C 1.25912 0.18952 0.63743  C1 1.558, C3 1.498, H10 1.087, H11 1.115
3 C -0.23471 0.27777 0.57948  C2 1.498, S4 1.855, C5 1.544, H12 1.118
4 S -0.76919 1.80631 -0.32458  C3 1.855, H13 1.366
5 C -0.99091 -0.83172 -0.18310  C3 1.544, N6 1.449, H14 1.129, H15 1.090
6 N -2.41275 -0.56557 -0.27425  C5 1.449, H16 1.012, H17 0.984
7 H 2.90363 -0.52044 -0.66908  C1 1.086
8 H 1.40044 -1.00137 -1.14711  C1 1.104
9 H 2.01699 0.66088 -1.47619  C1 1.060
10 H 1.73899 1.11297 0.95042  C2 1.087
11 H 1.69401 -0.58790 1.30821  C2 1.115
12 H -0.69332 0.37871 1.59382  C3 1.118
13 H -0.58900 2.68817 0.70272  S4 1.366
14 H -0.98596 -1.85454 0.29594  C5 1.129
15 H -0.50519 -1.01351 -1.14143  C5 1.090
16 H -2.73579 0.37086 -0.48229  N6 1.012
17 H -3.00063 -1.00683 0.37993  N6 0.984

Charge distribution, Mulliken scheme, values in e: atom 1 (C): -1.2707, atom 2 (C): -0.3483, atom 3 (C): 0.0519, atom 4 (S): -0.2839, atom 5 (C): -0.6731, atom 6 (N): -0.4951, atom 7 (H): 0.3846, atom 8 (H): 0.3090, atom 9 (H): 0.3361, atom 10 (H): 0.2941, atom 11 (H): 0.3102, atom 12 (H): 0.2945, atom 13 (H): 0.1417, atom 14 (H): 0.2645, atom 15 (H): 0.2746, atom 16 (H): 0.2105, atom 17 (H): 0.1996

***

DFT (ωB97M-V/def2-TZVPD) results for one molecule with the formula C4H11NS in a non-equilibrium geometry.

**Total energy**: -611.872484 Eh
**SMILES**: CNCCCS
**Max |F|**: 4.56 eV Å⁻¹
**Total charge**: 0
**Energy relative to the best compared isomer or geometry (same formula, charge and spin)**: 1.895 eV
**E_LUMO**: 1.0025 eV
**HOMO level**: -8.91 eV

Last columns: bonded neighbours and bond lengths (Å).
Positions of all 17 atoms, in Å:
1 C -1.86685 -1.47979 1.06540  N2 1.424, H7 1.093, H8 1.151, H9 1.083
2 N -1.23519 -0.20949 1.19390  C1 1.424, C3 1.567, H10 1.045
3 C 0.27931 -0.29211 0.80108  N2 1.567, C4 1.530, H11 1.117, H12 1.079
4 C 0.91224 0.88808 0.06057  C3 1.530, C5 1.704, H13 1.105, H14 1.151
5 C 0.98675 0.59769 -1.61690  C4 1.704, S6 1.803, H15 1.102, H16 1.026
6 S 2.25375 1.60809 -2.40642  C5 1.803, H17 1.310
7 H -2.74587 -1.55891 1.71024  C1 1.093
8 H -1.29884 -2.28920 1.65427  C1 1.151
9 H -2.00741 -1.86689 0.06333  C1 1.083
10 H -1.85903 0.33894 0.55934  N2 1.045
11 H 0.38953 -1.18631 0.14161  C3 1.117
12 H 0.74871 -0.58768 1.72675  C3 1.079
13 H 1.95566 0.99549 0.40820  C4 1.105
14 H 0.23426 1.81739 0.01867  C4 1.151
15 H 0.01609 0.91472 -2.03110  C5 1.102
16 H 1.25849 -0.39200 -1.60867  C5 1.026
17 H 1.97843 2.70198 -1.74027  S6 1.310

Charge distribution, Mulliken scheme, values in e: atom 1 (C): -1.0058, atom 2 (N): -0.4192, atom 3 (C): -0.5006, atom 4 (C): -0.5809, atom 5 (C): -0.6172, atom 6 (S): -0.2182, atom 7 (H): 0.3439, atom 8 (H): 0.3139, atom 9 (H): 0.3466, atom 10 (H): 0.2456, atom 11 (H): 0.2654, atom 12 (H): 0.3374, atom 13 (H): 0.3190, atom 14 (H): 0.3499, atom 15 (H): 0.3320, atom 16 (H): 0.3886, atom 17 (H): 0.0996

***

DFT (ωB97M-V/def2-TZVPD) results for a 2-piece molecular cluster, C4H11NS overall in a non-equilibrium geometry.

**Total energy**: -611.886242 Eh
**SMILES**: C=CN.CSC
**Max |F|**: 1.87 eV Å⁻¹
**Total charge**: 0
**Energy relative to the best compared isomer or geometry (same formula, charge and spin)**: 1.521 eV
**E_LUMO**: 0.8989 eV
**HOMO level**: -8.18 eV

Last columns: bonded neighbours and bond lengths (Å).
Positions of all 17 atoms, in Å:
1 C 1.27813 2.08585 -2.77762  C2 1.344, H4 1.085, H5 1.085
2 C 1.28405 3.02589 -1.81772  C1 1.344, N3 1.375, H6 1.084
3 N 0.78414 4.29809 -1.96224  C2 1.375, H7 1.001, H8 1.012
4 H 1.27460 2.29147 -3.84300  C1 1.085
5 H 1.60706 1.06443 -2.61665  C1 1.085
6 H 1.71947 2.78518 -0.85520  C2 1.084
7 H 0.57957 4.78670 -2.81132  N3 1.001
8 H 0.30564 4.61565 -1.12839  N3 1.012
9 C 0.08724 -1.02382 1.42714  S10 1.824, H12 1.090, H13 1.086, H14 1.088
10 S -1.36913 -2.08379 1.71689  C9 1.824, C11 1.833
11 C -0.58830 -3.70978 1.38915  S10 1.833, H15 1.085, H16 1.081, H17 1.089
12 H 0.54588 -1.43315 0.52645  C9 1.090
13 H 0.77428 -1.08950 2.26502  C9 1.086
14 H -0.14589 -0.00259 1.13205  C9 1.088
15 H -0.86448 -4.12956 0.42749  C11 1.085
16 H 0.49099 -3.65849 1.42622  C11 1.081
17 H -0.98980 -4.31679 2.19869  C11 1.089

Charge distribution, Mulliken scheme, values in e: atom 1 (C): -0.8191, atom 2 (C): 0.1248, atom 3 (N): -0.4430, atom 4 (H): 0.2256, atom 5 (H): 0.2313, atom 6 (H): 0.3011, atom 7 (H): 0.1828, atom 8 (H): 0.1972, atom 9 (C): -0.8222, atom 10 (S): -0.0832, atom 11 (C): -0.7960, atom 12 (H): 0.2510, atom 13 (H): 0.2984, atom 14 (H): 0.3069, atom 15 (H): 0.2719, atom 16 (H): 0.2844, atom 17 (H): 0.2879